Record 1
This record from the Open Molecules 2025 dataset describes a molecular structure, C4H8O2. The level of theory is ωB97M-V/def2-TZVPD.

Properties
- F_max (Eh/bohr) = 0.0077
- ΔE to the lowest compared entry with this formula, charge and spin (kJ/mol) = 192.0
- DFT total energy (eV) = -8371.2917
- lowest unoccupied orbital energy (eV) = 0.9

The geometry in ORCA input format:
```
! wB97M-V def2-TZVPD RIJCOSX def2/J DEFGRID3
* xyz 0 1
C -0.51 0.88 1.21
C 0.09 -0.18 0.27
O 0.58 -1.21 1.09
C 1.03 0.35 -0.84
O 0.01 0.18 -1.83
C -0.79 -0.59 -0.93
H 0.07 1.81 1.21
H -0.51 0.47 2.23
H -1.55 1.12 0.94
H 0.89 -1.92 0.51
H 1.88 -0.32 -1.01
H 1.39 1.38 -0.78
H -0.73 -1.67 -1.14
H -1.84 -0.28 -0.94
*
```

Löwdin population analysis, charges in e, atoms 1 to 2: 0.003 -0.506


Record 2
This record from the Open Molecules 2025 dataset describes C4H8O2 in the gas phase in a non-equilibrium geometry. The level of theory is ωB97M-V/def2-TZVPD.

Properties
- F_max (Eh/bohr) = 0.0313
- ΔE to the lowest compared entry with this formula, charge and spin (kJ/mol) = 401.5
- DFT total energy (eV) = -8369.1200
- lowest unoccupied orbital energy (alpha / beta) (eV) = -0.2 / -0.2

The geometry in ORCA input format:
```
! wB97M-V def2-TZVPD RIJCOSX def2/J DEFGRID3
* xyz 0 1
C 1.78 -0.63 0.70
C 0.37 -0.74 0.22
C -1.34 0.90 -0.49
O -2.36 0.09 0.06
C 0.00 0.22 -0.78
O 0.85 0.83 -1.48
H 2.49 -0.83 -0.09
H 2.00 -1.20 1.61
H 1.92 0.45 0.91
H -0.39 -1.28 0.78
H -1.03 1.70 0.18
H -1.68 1.32 -1.43
H -2.31 0.14 1.02
H -0.29 -0.96 -1.21
*
```

Löwdin population analysis, charges in e, atoms 1 to 2: -0.057 -0.039


Record 3
This record from the Open Molecules 2025 dataset describes a molecular structure, C4H8O2. The level of theory is ωB97M-V/def2-TZVPD.

Properties
- F_max (Eh/bohr) = 0.0121
- ΔE to the lowest compared entry with this formula, charge and spin (kJ/mol) = 343.0
- DFT total energy (eV) = -8369.7271
- lowest unoccupied orbital energy (eV) = 0.7

The geometry in ORCA input format:
```
! wB97M-V def2-TZVPD RIJCOSX def2/J DEFGRID3
* xyz 0 1
C 1.68 -0.94 0.45
C 0.43 -0.91 -0.40
O 0.28 0.02 -1.28
C -1.29 0.16 -0.37
O -2.23 -0.38 -0.88
C -1.08 1.58 0.09
H 2.50 -1.28 -0.20
H 1.92 0.07 0.80
H 1.59 -1.63 1.29
H -0.03 -1.90 -0.59
H -0.62 -0.55 0.51
H -0.09 1.71 0.52
H -1.85 1.81 0.83
H -1.19 2.24 -0.77
*
```

Löwdin population analysis, charges in e, atoms 1 to 2: -0.035 -0.380


Record 4
This record from the Open Molecules 2025 dataset describes 2 unconnected molecules or ions with the total composition C4H8O2 in a non-equilibrium geometry. The level of theory is ωB97M-V/def2-TZVPD.

Properties
- F_max (Eh/bohr) = 0.0273
- ΔE to the lowest compared entry with this formula, charge and spin (kJ/mol) = 429.8
- DFT total energy (eV) = -8368.8268
- lowest unoccupied orbital energy (eV) = 0.0

The geometry in ORCA input format:
```
! wB97M-V def2-TZVPD RIJCOSX def2/J DEFGRID3
* xyz 0 1
O -1.97 0.78 -0.04
C -0.72 1.42 -0.05
C 0.28 0.69 0.78
C 0.12 -1.40 0.17
C 1.09 -1.16 -0.88
O 1.73 -0.12 -0.92
H -1.76 -0.14 -0.24
H -0.86 2.42 0.39
H -0.33 1.58 -1.07
H -0.02 0.42 1.78
H 1.26 1.19 0.77
H 0.55 -1.59 1.15
H -0.59 -2.25 -0.04
H 1.24 -1.89 -1.70
*
```

Löwdin population analysis, charges in e, atoms 1 to 2: -0.072 -0.329